# 1
The following is a quantum chemistry calculation of a molecular structure, C6H13AuN3OS, from the Open Molecules 2025 dataset.

Last column: Mulliken spin population.
Cartesian coordinates (Å):
Au  -1.601  -0.743  -0.194  0.292
N  0.442  0.815  -2.284  0.004
C  0.695  1.564  -0.969  0.001
C  1.518  0.739  0.013  -0.004
N  0.876  -0.542  0.349  0.097
C  0.951  -0.970  1.769  -0.001
C  -0.344  -0.711  2.523  0.002
N  -1.484  -1.392  1.852  -0.007
H  0.669  -0.175  -2.172  0.001
H  1.025  1.197  -3.035  0.000
H  -0.282  1.796  -0.547  0.002
H  1.189  2.497  -1.229  0.000
H  1.606  1.346  0.915  0.002
H  2.535  0.588  -0.359  0.003
H  1.283  -1.285  -0.206  -0.010
H  1.772  -0.472  2.287  0.002
H  1.177  -2.037  1.785  0.001
H  -0.571  0.355  2.558  0.000
H  -0.235  -1.064  3.549  0.000
H  -2.348  -1.186  2.349  -0.002
H  -1.373  -2.403  1.916  -0.001
S  -3.276  -0.614  -2.589  0.506
C  -1.914  -0.040  -2.048  0.139
O  -1.292  1.799  -3.493  0.005
C  -1.017  0.940  -2.742  -0.031

Output
Total charge: +2
2S+1: 2
HOMO energy (spin up / spin down) (eV): -16.06 / -16.72
Relative energy (zero: lowest compared OMol25 entry of this formula, charge and spin) (eV): 0.619



# 2
The following is a quantum chemistry calculation of 2 unconnected molecules or ions with the total composition C6H13BrN2O4 in a non-equilibrium geometry, from the Open Molecules 2025 dataset.

Last column: Löwdin charge in e.
Cartesian coordinates (Å):
C  -0.949  -0.449  0.665  -0.110
O  0.247  -1.264  0.392  -0.241
C  1.494  -0.552  0.711  -0.313
C  1.672  -0.678  2.370  -0.224
N  1.303  0.590  3.108  -0.057
C  2.851  -1.242  0.076  -0.112
C  2.748  -1.606  -1.519  -0.603
O  3.270  -2.803  -1.908  -0.120
Br  1.976  -0.447  -2.960  0.621
H  -0.798  0.354  1.527  0.100
H  -1.875  -1.110  1.026  0.119
H  -1.296  0.171  -0.282  0.080
H  1.363  0.579  0.390  0.152
H  1.064  -1.630  2.677  0.133
H  2.813  -0.916  2.610  0.115
H  2.060  0.769  3.818  0.074
H  1.264  1.392  2.410  0.073
H  3.756  -0.509  0.333  0.149
H  3.042  -2.254  0.673  0.146
C  -3.640  1.418  -2.906  0.040
N  -3.809  1.962  -1.531  -0.417
O  -3.229  1.371  -0.613  0.035
O  -4.519  2.967  -1.413  0.057
H  -2.994  0.538  -2.860  0.096
H  -4.631  1.150  -3.278  0.102
H  -3.185  2.200  -3.516  0.102

Output
HOMO energy (eV): -9.58
SMILES: CO[C@@H](CN)CC(=O)Br.C[N+](=O)[O-]
Relative energy (zero: lowest compared OMol25 entry of this formula, charge and spin) (eV): 3.579



# 3
The following is a quantum chemistry calculation of 2 unconnected molecules or ions with the total composition C6H13BrN3O in a non-equilibrium geometry, from the Open Molecules 2025 dataset.

Last column: Löwdin charge in e.
Cartesian coordinates (Å):
C  0.075  -0.909  2.384  -0.404
C  0.099  -0.782  -0.739  -0.203
C  -0.001  1.362  0.116  -0.138
C  0.357  -0.291  -2.092  -0.120
C  0.342  1.967  -1.241  -0.062
C  -1.430  -0.333  1.091  -0.599
N  -0.742  0.123  -0.026  -0.219
N  -0.394  -1.825  3.195  0.157
N  1.119  0.934  -1.931  0.048
O  1.106  -0.336  2.163  0.053
Br  -2.607  -1.811  0.944  0.800
H  -0.357  -1.724  -0.733  0.093
H  1.079  -0.884  -0.109  0.162
H  0.956  1.111  0.559  0.117
H  -0.547  1.984  0.675  0.103
H  1.048  -0.843  -2.705  0.151
H  -0.579  -0.219  -2.543  0.138
H  -0.555  2.041  -1.826  0.147
H  0.732  2.864  -0.915  0.123
H  -1.954  0.518  1.552  0.091
H  -1.220  -2.342  2.864  0.036
H  0.162  -2.379  3.776  0.104
H  2.069  0.600  -1.546  0.238
H  1.243  1.173  -2.913  0.185

Output
Total charge: +1
HOMO energy (eV): -11.18
Relative energy (zero: lowest compared OMol25 entry of this formula, charge and spin) (eV): 1.736



# 4
The following is a quantum chemistry calculation of a molecular structure, C6H13CdO3 in a non-equilibrium geometry, from the Open Molecules 2025 dataset.

Last column: Löwdin charge in e.
Cartesian coordinates (Å):
H  -1.924  1.860  -0.004  0.109
C  -1.705  1.033  0.684  -0.064
H  -2.949  -0.011  -1.333  0.140
H  -2.601  0.812  1.282  0.110
H  -0.863  1.311  1.326  0.076
C  -2.387  -0.765  -0.762  -0.197
H  -3.056  -1.226  -0.018  0.137
O  -1.315  -0.115  -0.057  -0.406
C  -1.754  -1.810  -1.675  -0.356
H  -2.577  -2.433  -2.073  0.131
H  -1.305  -1.280  -2.540  0.119
O  -0.799  -2.569  -1.006  -0.437
C  1.825  -0.931  1.618  -0.109
H  2.536  -1.715  1.336  0.081
O  2.894  0.590  0.204  -0.064
C  2.008  0.332  1.132  -0.242
C  2.812  1.846  -0.479  -0.010
H  1.823  2.294  -0.318  0.096
H  2.947  1.625  -1.542  0.110
H  1.432  1.183  1.519  0.134
H  3.604  2.518  -0.125  0.112
Cd  0.090  -1.521  0.277  1.459
H  1.264  -1.028  2.552  0.070

Output
Total charge: +1
HOMO energy (eV): -12.97
Relative energy (zero: lowest compared OMol25 entry of this formula, charge and spin) (eV): 0.841